Run w
Entry from the OMol25 dataset: a 2-piece molecular cluster, C6H11P overall (ωB97M-V with the def2-TZVPD basis set).

Properties
LUMO level (spin up / spin down): 0.3 / 0.3 eV

```
! RIJCOSX wB97M-V def2-TZVPD def2/J DEFGRID3
* xyz 0 1
C 2.587 0.061 -1.649
C 2.091 0.254 -0.467
C -1.585 0.185 0.006
C 2.517 0.361 0.931
C -2.991 0.663 -0.058
C -1.432 -1.245 0.463
P -0.440 1.196 -0.626
H 2.130 -0.115 -2.644
H 3.646 -0.173 -1.741
H 3.569 0.507 1.035
H 2.100 1.136 1.433
H 2.264 -0.531 1.487
H -3.727 -0.047 -0.538
H -3.159 1.711 -0.583
H -3.476 1.010 0.927
H -0.432 -1.513 0.664
H -1.821 -1.472 1.555
H -1.839 -1.988 -0.194
*
```

=====

Run x
Entry from the OMol25 dataset: a 2-piece molecular cluster, C6H11P overall (ωB97M-V with the def2-TZVPD basis set).

Properties
LUMO level (spin up / spin down): -0.5 / 0.6 eV

```
! RIJCOSX wB97M-V def2-TZVPD def2/J DEFGRID3
* xyz 0 1
C 0.703 1.724 -3.252
C 0.278 1.896 -2.061
C 0.011 -1.558 1.005
C -0.119 2.467 -0.795
C 0.012 -3.013 1.556
C -0.620 -0.555 1.889
P 0.681 -1.241 -0.515
H 0.911 0.856 -3.727
H 0.748 2.593 -3.927
H -0.426 1.724 0.015
H 0.744 3.209 -0.537
H -1.019 3.101 -0.988
H 0.308 -3.029 2.611
H 0.871 -3.568 1.001
H -0.967 -3.581 1.308
H -1.159 0.237 1.397
H -1.249 -1.166 2.664
H 0.291 -0.095 2.355
*
```

=====

Pick run w: it beats the second-best structure by 113.1 kJ/mol.

=====

Run w
Entry from the OMol25 dataset: C5H7N3 as an isolated structure (ωB97M-V with the def2-TZVPD basis set).

Properties
LUMO level: 0.1 eV

```
! RIJCOSX wB97M-V def2-TZVPD def2/J DEFGRID3
* xyz 0 1
C -1.370 -2.205 -2.146
C -0.203 0.141 0.479
C 0.603 1.056 -0.359
C 1.424 1.717 0.628
C 0.207 0.325 1.782
H -2.718 -2.040 -2.317
H -1.319 -2.229 -3.231
H -1.191 -3.190 -1.736
H 0.818 0.764 -1.483
H 2.357 2.344 0.488
H 1.758 1.815 2.567
H -0.206 -0.113 2.792
N -0.813 -0.877 -1.496
N -0.664 -1.063 -0.153
N 0.982 1.432 1.738
*
```

=====

Run x
Entry from the OMol25 dataset: the molecule C5H7N3 (ωB97M-V with the def2-TZVPD basis set).

Properties
Structure (SMILES): Cc1nnn2c1CC2
LUMO level: 0.8 eV

```
! RIJCOSX wB97M-V def2-TZVPD def2/J DEFGRID3
* xyz 0 1
C 2.378 -0.504 0.034
C 1.188 0.468 -0.116
C -2.175 0.351 0.046
C -1.316 -0.971 -0.086
C -0.113 0.005 -0.148
H 3.466 -0.191 0.617
H 2.556 -0.788 -1.026
H 2.095 -1.466 0.552
H -2.660 0.641 1.014
H -2.918 0.613 -0.700
H -1.380 -1.647 -0.972
H -1.268 -1.561 0.887
N 1.146 1.794 -0.029
N -0.123 2.209 -0.061
N -0.876 1.046 -0.013
*
```

=====

Run y
Entry from the OMol25 dataset: the molecule C5H7N3 (ωB97M-V with the def2-TZVPD basis set).

Properties
Structure (SMILES): NN=c1cc[nH]cc1
LUMO level: 0.4 eV

```
! RIJCOSX wB97M-V def2-TZVPD def2/J DEFGRID3
* xyz 0 1
C -0.610 -0.406 -0.068
C 0.449 -1.340 -0.055
C 1.720 -1.103 0.082
C 1.174 1.177 0.038
C -0.152 0.964 -0.171
H -3.038 1.051 -0.431
H -3.789 -0.290 0.338
H 0.053 -2.452 -0.164
H 2.498 -1.874 -0.115
H 3.298 0.472 0.729
H 1.619 2.265 -0.120
H -0.771 1.930 -0.344
N -2.902 0.213 0.297
N -1.809 -0.819 -0.095
N 2.260 0.214 0.077
*
```

=====

Pick run x: it beats the second-best structure by 33.2 kJ/mol.

=====

Run w
Entry from the OMol25 dataset: the molecule C5H7N3 (ωB97M-V with the def2-TZVPD basis set).

Properties
Structure (SMILES): C=Cc1nc(N)c[nH]1
LUMO level: 0.8 eV

```
! RIJCOSX wB97M-V def2-TZVPD def2/J DEFGRID3
* xyz 0 1
C -0.028 0.972 -1.236
C 0.107 -0.311 -1.881
C -0.137 -0.427 0.331
C -0.143 -1.154 1.566
C -0.265 -0.631 2.833
H 0.619 2.914 -0.977
H 0.689 2.223 -2.671
H 0.048 -0.552 -2.911
H 0.082 -2.159 -0.936
H -0.315 -2.195 1.476
H -0.103 0.462 3.171
H -0.545 -1.224 3.689
N 0.186 2.318 -1.706
N 0.030 -1.115 -0.813
N -0.225 0.877 0.065
*
```

=====

Run x
Entry from the OMol25 dataset: the molecule C5H7N3 (ωB97M-V with the def2-TZVPD basis set).

Properties
Structure (SMILES): N=C1NC=CC=CN1
LUMO level: 0.5 eV

```
! RIJCOSX wB97M-V def2-TZVPD def2/J DEFGRID3
* xyz 0 1
C -1.440 -0.122 -0.045
C 0.468 1.499 0.162
C 1.678 0.823 0.070
C 1.830 -0.679 -0.225
C 0.688 -1.489 0.106
H -3.275 0.663 -0.466
H -1.391 1.813 -0.028
H 0.550 2.493 0.495
H 2.738 1.065 0.013
H 2.798 -1.165 -0.514
H 0.805 -2.643 -0.115
H -1.253 -1.950 0.128
N -2.730 -0.261 -0.121
N -0.834 1.080 0.040
N -0.631 -1.127 0.501
*
```

=====

Pick run w: it beats the second-best structure by 188.0 kJ/mol.

=====

Run w
Entry from the OMol25 dataset: the molecule C4H3FO (ωB97M-V with the def2-TZVPD basis set).

Properties
Structure (SMILES): O=C=C/C=C/F
LUMO level: 0.4 eV

```
! RIJCOSX wB97M-V def2-TZVPD def2/J DEFGRID3
* xyz 0 1
C 0.825 0.199 -0.498
C -0.282 -0.110 0.382
C 1.959 0.450 0.108
C -1.418 -0.268 -0.185
O 2.802 0.374 0.906
F -2.493 -0.638 0.530
H 0.566 0.424 -1.470
H -0.283 -0.331 1.406
H -1.676 -0.099 -1.178
*
```

=====

Run x
Entry from the OMol25 dataset: a 2-piece molecular cluster, C4H3FO overall (ωB97M-V with the def2-TZVPD basis set).

Properties
Structure (SMILES): C=C=O.C#CF
LUMO level: 0.7 eV

```
! RIJCOSX wB97M-V def2-TZVPD def2/J DEFGRID3
* xyz 0 1
C -2.867 1.715 -0.852
C -2.305 0.902 -0.197
C 1.195 0.425 -0.637
C 0.539 0.757 -1.716
O 1.805 0.000 0.230
F -2.024 -0.071 0.579
H -3.250 2.353 -1.578
H 0.128 -0.057 -2.196
H 0.085 1.676 -1.980
*
```

=====

Run y
Entry from the OMol25 dataset: the molecule C4H3FO (ωB97M-V with the def2-TZVPD basis set).

Properties
LUMO level: -0.5 eV

```
! RIJCOSX wB97M-V def2-TZVPD def2/J DEFGRID3
* xyz 0 1
C 0.461 0.343 0.489
C 1.435 -0.063 -0.354
C -1.171 -0.863 -0.037
C -0.873 0.457 -0.366
O -1.049 -1.976 0.240
F 2.745 -0.187 0.020
H 0.518 0.504 1.552
H -1.429 1.425 -0.129
H -0.637 0.360 -1.413
*
```

=====

Run z
Entry from the OMol25 dataset: the molecule C4H3FO (ωB97M-V with the def2-TZVPD basis set).

Properties
LUMO level: 0.6 eV

```
! RIJCOSX wB97M-V def2-TZVPD def2/J DEFGRID3
* xyz 0 1
C 1.401 0.779 0.055
C 0.887 0.286 1.173
C 0.268 0.347 -0.914
C -0.734 -0.246 0.024
O 0.021 0.522 -2.081
F 1.257 0.144 2.401
H 2.200 1.295 -0.272
H -0.977 -1.216 -0.050
H -1.564 0.472 0.322
*
```

=====

Pick run w: it beats the second-best structure by 156.4 kJ/mol.

=====

Run w
Entry from the OMol25 dataset: a 5-piece molecular cluster, C6H19NO4 overall (ωB97M-V with the def2-TZVPD basis set).

Properties
Structure (SMILES): C=CNC/C=C/C.O.O.O.O
LUMO level: 0.5 eV

```
! RIJCOSX wB97M-V def2-TZVPD def2/J DEFGRID3
* xyz 0 1
C -0.775 2.624 1.105
C -1.307 1.400 1.409
N -0.573 0.314 1.935
C 0.783 0.432 2.569
C 3.387 -0.125 -0.158
C 2.456 0.374 0.852
C 1.681 -0.367 1.716
H 0.226 2.901 1.460
H -1.321 3.379 0.688
H -2.140 1.045 1.042
H -1.145 -0.179 2.494
H 1.008 1.570 2.720
H 0.784 -0.092 3.547
H 3.227 0.242 -1.160
H 4.436 0.195 0.093
H 3.589 -1.249 -0.061
H 2.527 1.550 0.998
H 1.806 -1.456 2.029
H 0.236 1.258 -3.747
H -0.729 1.502 -2.528
O -0.748 1.303 -3.550
H -1.102 -3.001 -2.710
H -1.011 -1.732 -2.035
O -0.782 -2.664 -2.003
H -3.329 -1.513 -2.036
H -2.784 -0.123 -2.766
O -2.537 -0.977 -2.422
H -1.768 -1.788 0.700
H -1.705 -2.679 -0.302
O -2.390 -2.145 0.123
*
```

=====

Run x
Entry from the OMol25 dataset: a 5-piece molecular cluster, C6H19NO4 overall (ωB97M-V with the def2-TZVPD basis set).

Properties
Structure (SMILES): C=C/C=C/CNC.O.O.O.O
LUMO level: 0.3 eV

```
! RIJCOSX wB97M-V def2-TZVPD def2/J DEFGRID3
* xyz 0 1
C -1.837 0.543 -2.127
N -1.942 0.625 -0.578
C -2.245 -0.770 -0.226
C 1.959 -2.230 0.677
C 1.178 -2.404 -0.364
C 0.020 -1.747 -0.951
C -0.959 -1.447 -0.059
H -1.773 1.517 -2.551
H -2.639 0.042 -2.673
H -0.870 -0.021 -2.378
H -2.573 1.337 -0.250
H -2.968 -1.242 -1.008
H -2.690 -0.678 0.800
H 1.622 -1.759 1.571
H 2.962 -2.463 0.842
H 1.506 -3.142 -1.186
H -0.207 -1.654 -2.121
H -0.832 -1.756 0.978
H -1.897 0.985 3.649
H -1.682 0.975 2.079
O -2.231 0.583 2.868
H 1.977 0.600 0.642
H 3.474 0.360 -0.157
O 2.947 0.951 0.332
H 0.810 2.680 2.424
H 0.978 1.435 2.934
O 0.751 1.779 2.118
H 2.171 2.685 -2.441
H 2.240 2.003 -1.058
O 2.749 2.215 -1.788
*
```

=====

Pick run w: it beats the second-best structure by 42.9 kJ/mol.